a) {"formula": "C6H9F", "method": "the ωB97M-V functional and the def2-TZVPD basis", "symbols": ["C", "C", "C", "C", "C", "C", "H", "H", "H", "H", "H", "H", "H", "H", "H", "F"], "coordinates": [[-0.703, -1.142, 1.892], [-0.942, -0.563, 0.569], [-0.078, 0.106, -0.257], [1.244, 0.301, 0.394], [-0.411, 0.397, -1.614], [0.403, 1.140, -2.370], [0.247, -1.130, 2.379], [-1.064, -2.115, 1.906], [-1.311, -0.330, 2.503], [1.377, -0.492, 1.355], [2.003, 0.015, -0.371], [1.328, 1.389, 0.719], [-1.367, 0.021, -1.886], [1.344, 1.729, -2.063], [0.191, 1.491, -3.465], [-2.261, -0.818, 0.311]], "mulliken_charge": [-1.1749, 0.5951, 0.4929, -1.0530, -0.4183, -0.7327, 0.4476, 0.3257, 0.2180, 0.1612, 0.3796, 0.2521, 0.3704, 0.2059, 0.2198, -0.2896], "smiles": "C=C/C(C)=C(/C)F", "molar_mass_g_mol": 100.136, "e_homo_ev": -8.2, "gap_ha": 0.338}


b) {"formula": "C6H9F", "method": "the ωB97M-V functional and the def2-TZVPD basis", "symbols": ["C", "C", "C", "C", "C", "C", "F", "H", "H", "H", "H", "H", "H", "H", "H", "H"], "coordinates": [[-2.424, -0.474, -0.709], [1.222, 1.734, 1.472], [-1.332, 0.243, -0.698], [0.742, 1.263, 0.306], [0.869, -1.521, -0.196], [-0.318, 0.236, 0.341], [-0.680, -0.069, 1.637], [-2.954, -0.495, -1.634], [-2.750, -0.854, 0.301], [2.043, 2.396, 1.715], [0.854, 1.363, 2.354], [-1.123, 0.711, -1.576], [0.989, 1.525, -0.646], [1.488, -1.232, -0.974], [0.187, -2.230, -0.603], [1.368, -1.462, 0.763]], "mulliken_charge": [-0.7027, -0.7668, -0.5078, -0.2400, -1.0131, 0.7529, -0.3073, 0.2999, 0.2338, 0.2795, 0.2646, 0.2882, 0.3827, 0.3425, 0.3347, 0.3589], "molar_mass_g_mol": 100.136, "e_homo_ev": -8.2, "gap_ha": 0.318}


The structure with the most favorable energy is a); the runner-up is 1.631 eV above it.


a) {"formula": "C4H12NO", "method": "the ωB97M-V functional and the def2-TZVPD basis", "symbols": ["C", "N", "H", "H", "H", "H", "H", "C", "O", "C", "C", "H", "H", "H", "H", "H", "H", "H"], "coordinates": [[2.805, 0.002, 1.145], [1.977, -1.151, 1.519], [2.948, 0.055, 0.083], [3.782, -0.146, 1.698], [2.252, 0.856, 1.490], [1.020, -0.881, 1.246], [2.203, -1.992, 1.004], [-1.363, 0.809, 0.393], [-0.074, 0.302, 0.545], [-2.125, 0.068, -0.667], [-1.336, -0.015, -1.959], [-1.327, 1.860, 0.144], [-2.005, 0.748, 1.244], [-3.095, 0.565, -0.898], [-2.335, -0.952, -0.298], [-1.944, -0.418, -2.784], [-0.468, -0.654, -1.698], [-0.914, 0.943, -2.207]], "mulliken_spin": [-0.0015, 0.0207, 0.0010, 0.0046, 0.0002, -0.0035, -0.0010, -0.0152, 0.8891, 0.0075, 0.0021, 0.0647, 0.0302, 0.0009, 0.0015, 0.0000, 0.0001, -0.0013], "s_squared": 0.754, "molar_mass_g_mol": 90.146, "e_homo_ev": [-8.7, -8.7], "multiplicity": 2, "gap_ha": [0.355, 0.243]}


b) {"formula": "C4H12NO", "method": "the ωB97M-V functional and the def2-TZVPD basis", "symbols": ["O", "C", "C", "N", "C", "C", "H", "H", "H", "H", "H", "H", "H", "H", "H", "H", "H", "H"], "coordinates": [[-0.264, 0.997, -1.796], [-1.158, 0.735, -0.727], [-0.351, 0.254, 0.450], [0.084, -1.142, 0.121], [1.023, -1.808, 1.046], [0.710, 1.179, 0.963], [-0.706, 0.949, -2.647], [-1.849, -0.068, -0.994], [-1.723, 1.620, -0.440], [-1.084, 0.116, 1.250], [-0.815, -1.746, 0.048], [0.470, -1.164, -0.830], [1.367, -2.722, 0.584], [0.511, -2.003, 1.988], [1.848, -1.142, 1.282], [0.270, 2.153, 1.157], [1.172, 0.805, 1.876], [1.562, 1.368, 0.314]], "mulliken_spin": [-0.2300, 0.5043, 0.7143, 0.8241, 0.7495, 0.0810, 0.0656, -0.3189, 0.0532, 0.0660, -0.7124, -0.2431, -0.5040, -0.0388, 0.1012, -0.0115, -0.0890, -0.0116], "s_squared": 0.751, "molar_mass_g_mol": 90.146, "e_homo_ev": [-3.2, -11.0], "multiplicity": 2, "gap_ha": [0.151, 0.427]}


The structure with the most favorable energy is a); the runner-up is 0.522 eV above it.


a) {"formula": "C3H6N4O2", "method": "the ωB97M-V functional and the def2-TZVPD basis", "symbols": ["C", "C", "C", "H", "H", "H", "H", "H", "H", "N", "N", "N", "N", "O", "O"], "coordinates": [[0.636, -0.854, 0.252], [-1.410, -0.801, -0.060], [-0.977, 0.499, 0.064], [2.863, -0.559, 0.083], [2.116, -2.199, -0.479], [-3.555, -0.680, -0.681], [-1.947, 1.787, 1.166], [1.107, 1.946, -0.859], [1.961, 1.705, 0.492], [2.030, -1.284, 0.200], [-0.299, -1.667, 0.071], [0.445, 0.439, -0.014], [1.579, 1.248, -0.302], [-2.762, -1.226, -0.100], [-1.786, 1.645, 0.166]], "mulliken_charge": [0.5147, 0.4746, -0.0363, 0.2716, 0.2670, 0.3735, 0.3528, 0.2848, 0.2216, -0.5621, -0.6171, 0.4063, -0.8359, -0.5810, -0.5344], "smiles": "Nc1nc(O)c(O)n1N", "molar_mass_g_mol": 130.107, "e_homo_ev": -7.7, "gap_ha": 0.296}


b) {"formula": "C3H6N4O2", "method": "the ωB97M-V functional and the def2-TZVPD basis", "symbols": ["C", "C", "N", "N", "C", "O", "N", "N", "O", "H", "H", "H", "H", "H", "H"], "coordinates": [[-2.362, -0.043, -0.403], [1.233, 0.187, 0.359], [2.390, -0.067, -0.310], [1.337, 0.876, 1.519], [-0.345, -0.656, -1.213], [-3.017, -0.981, 0.314], [-1.594, -0.647, -1.454], [0.043, -0.171, 0.004], [-2.615, 1.133, -0.312], [-3.758, -0.561, 0.771], [2.347, -0.673, -1.116], [3.279, 0.032, 0.147], [2.213, 1.278, 1.796], [0.477, 1.243, 1.882], [0.373, -0.951, -1.985]], "mulliken_charge": [0.9408, 0.5670, -0.3890, -0.4125, -0.0466, -0.4773, -0.5576, -0.4264, -0.5708, 0.3477, 0.1744, 0.2038, 0.1804, 0.2455, 0.2206], "smiles": "NC(N)=N/C=N\\C(=O)O", "molar_mass_g_mol": 130.107, "e_homo_ev": -8.9, "gap_ha": 0.344}


The structure with the most favorable energy is b); the runner-up is 4.313 eV above it.


a) {"formula": "C3H8P2", "method": "the ωB97M-V functional and the def2-TZVPD basis", "symbols": ["C", "C", "C", "P", "P", "H", "H", "H", "H", "H", "H", "H", "H"], "coordinates": [[-2.794, 0.082, -0.094], [0.819, -1.382, 0.297], [1.476, 1.337, -0.331], [-1.384, 0.093, 0.627], [0.208, -0.077, -0.808], [-3.657, 0.193, 0.570], [-2.913, 0.036, -1.243], [0.605, -2.360, -0.097], [0.377, -1.308, 1.310], [1.953, -1.244, 0.370], [1.400, 2.396, -0.683], [2.427, 0.986, -0.604], [1.483, 1.247, 0.687]], "mulliken_charge": [-0.3785, -0.9493, -1.0876, -0.1618, 0.0748, 0.2779, 0.2367, 0.3482, 0.3200, 0.2815, 0.3147, 0.3560, 0.3674], "smiles": "C=P#P(C)C", "molar_mass_g_mol": 106.045, "e_homo_ev": -8.3, "gap_ha": 0.322}


b) {"formula": "C3H8P2", "method": "the ωB97M-V functional and the def2-TZVPD basis", "symbols": ["C", "C", "C", "P", "P", "H", "H", "H", "H", "H", "H", "H", "H"], "coordinates": [[-0.090, -1.599, 1.381], [-0.409, 0.429, -2.178], [0.096, 1.143, 1.306], [1.109, 0.147, -1.565], [1.039, -0.425, 1.002], [-1.096, -1.374, 1.697], [0.204, -2.632, 1.369], [-0.950, 1.325, -1.926], [-1.020, -0.277, -3.086], [0.211, 1.439, 2.347], [0.507, 1.936, 0.680], [-0.961, 1.010, 1.082], [1.363, -1.121, -2.110]], "mulliken_charge": [-0.5016, -0.4130, -1.1112, -0.0990, 0.0130, 0.2401, 0.2925, 0.3110, 0.1867, 0.3656, 0.3457, 0.3321, 0.0380], "smiles": "C=[PH]=P(=C)C", "molar_mass_g_mol": 106.045, "e_homo_ev": -8.2, "gap_ha": 0.276}


The structure with the most favorable energy is a); the runner-up is 1.410 eV above it.


a) {"formula": "C7H13NO2", "method": "the ωB97M-V functional and the def2-TZVPD basis", "symbols": ["C", "C", "N", "O", "O", "H", "H", "H", "H", "H", "C", "C", "C", "C", "C", "H", "H", "H", "H", "H", "H", "H", "H"], "coordinates": [[-0.628, -2.382, 0.343], [-0.925, -0.133, -0.493], [-1.265, 0.483, -1.716], [-0.657, -1.483, -0.756], [-1.871, 0.079, 0.450], [-2.250, 0.703, -1.763], [-0.942, -0.047, -2.513], [-1.580, -2.372, 0.877], [0.187, -2.141, 1.030], [-0.461, -3.365, -0.092], [0.550, 2.130, -0.272], [1.797, -0.033, -0.652], [0.635, 0.643, 0.065], [0.160, 0.261, 2.586], [0.621, 0.436, 1.469], [1.879, -1.086, -0.389], [1.648, 0.031, -1.727], [1.450, 2.649, 0.061], [-0.315, 2.583, 0.211], [0.440, 2.256, -1.347], [2.737, 0.454, -0.386], [-1.439, 0.148, 1.373], [0.231, 0.187, 3.642]], "mulliken_charge": [-0.6588, 0.7006, -0.5252, -0.4540, -0.5608, 0.2536, 0.2314, 0.2908, 0.3032, 0.2624, -1.7345, -1.6076, 1.9067, -0.3229, -1.0540, 0.2926, 0.3761, 0.4698, 0.3108, 0.3740, 0.4370, 0.2669, 0.4420], "smiles": "C#CC(C)(C)[C@](N)(O)OC", "molar_mass_g_mol": 143.186, "e_homo_ev": -8.8, "gap_ha": 0.354}


b) {"formula": "C7H13NO2", "method": "the ωB97M-V functional and the def2-TZVPD basis", "symbols": ["C", "C", "C", "C", "C", "C", "C", "N", "O", "O", "H", "H", "H", "H", "H", "H", "H", "H", "H", "H", "H", "H", "H"], "coordinates": [[-0.183, 1.791, -1.817], [-0.090, 1.518, -0.503], [-1.909, 0.055, 0.095], [0.114, -2.409, -0.350], [1.632, 0.681, 1.470], [0.330, -0.975, -0.847], [-0.303, 0.122, 0.077], [0.232, 0.100, 1.373], [-2.477, 0.548, 1.221], [-2.506, -0.482, -0.779], [-0.208, 2.819, -2.269], [-0.127, 1.084, -2.536], [-0.147, 2.387, 0.241], [-0.815, -2.891, -0.797], [-0.054, -2.449, 0.766], [0.899, -2.949, -0.627], [1.677, 1.519, 0.757], [1.634, 1.107, 2.509], [2.437, 0.003, 1.229], [1.380, -0.712, -0.859], [-0.178, -0.917, -1.753], [0.319, -0.847, 1.627], [-1.657, 0.898, 1.773]], "mulliken_charge": [-0.9154, -0.3831, 0.3468, -1.3350, -0.9875, -0.9929, 1.1428, -0.4001, -0.5338, -0.5292, 0.2373, 0.2892, 0.2806, 0.2816, 0.2920, 0.4996, 0.4549, 0.3174, 0.2965, 0.4920, 0.3939, 0.3042, 0.4481], "smiles": "C=C[C@@](CC)(NC)C(=O)O", "molar_mass_g_mol": 143.186, "e_homo_ev": -9.4, "gap_ha": 0.373}


The structure with the most favorable energy is b); the runner-up is 0.909 eV above it.


a) {"formula": "C7H10S", "method": "the ωB97M-V functional and the def2-TZVPD basis", "symbols": ["C", "C", "C", "C", "C", "C", "C", "H", "H", "H", "H", "H", "H", "H", "H", "H", "H", "S"], "coordinates": [[2.388, -1.155, 0.144], [1.339, -0.369, 0.003], [1.260, 0.932, -0.791], [0.389, 1.830, 0.108], [-0.628, 0.897, 0.753], [-1.854, 0.564, -0.144], [0.016, -0.527, 0.707], [3.328, -0.936, -0.387], [2.360, -2.069, 0.784], [0.774, 0.746, -1.730], [2.245, 1.335, -0.997], [-0.074, 2.668, -0.437], [1.011, 2.235, 0.903], [-0.941, 1.203, 1.751], [-1.872, 1.107, -1.066], [-2.822, 0.681, 0.366], [0.077, -1.076, 1.656], [-1.347, -1.183, -0.345]], "mulliken_charge": [-0.9598, 0.3933, -0.7896, -0.8568, -0.0942, -0.8570, -0.1199, 0.2695, 0.2554, 0.2648, 0.4132, 0.3757, 0.3269, 0.4281, 0.3574, 0.3290, 0.4633, -0.1993], "smiles": "C=C1CC[C@H]2CS[C@@H]12", "molar_mass_g_mol": 126.224, "e_homo_ev": -8.6, "gap_ha": 0.350}


b) {"formula": "C7H10S", "method": "the ωB97M-V functional and the def2-TZVPD basis", "symbols": ["C", "C", "C", "C", "C", "C", "C", "S", "H", "H", "H", "H", "H", "H", "H", "H", "H", "H"], "coordinates": [[-1.687, -0.687, -0.289], [-1.453, -0.917, -1.573], [-0.477, -0.250, 0.386], [0.527, -0.072, -0.506], [-0.079, -0.333, -1.890], [1.928, 0.496, -0.268], [-0.398, -0.064, 1.898], [-0.566, 1.796, 2.281], [-2.647, -0.764, 0.098], [-2.081, -1.332, -2.438], [0.554, -0.856, -2.561], [-0.209, 0.620, -2.428], [1.875, 1.485, 0.277], [2.440, 0.373, -1.344], [2.487, -0.099, 0.453], [0.529, -0.515, 2.381], [-1.147, -0.795, 2.311], [0.403, 1.914, 3.213]], "mulliken_charge": [-0.6898, -0.4988, 0.3121, 0.3644, -0.7154, -0.9831, -0.7550, -0.2319, 0.4800, 0.3199, 0.4866, 0.2716, 0.2321, 0.2717, 0.2892, 0.3478, 0.3611, 0.1376], "smiles": "CC1=C(CS)C=CC1", "molar_mass_g_mol": 126.224, "e_homo_ev": -8.1, "gap_ha": 0.326}


c) {"formula": "C7H10S", "method": "the ωB97M-V functional and the def2-TZVPD basis", "symbols": ["C", "C", "C", "C", "C", "C", "C", "S", "H", "H", "H", "H", "H", "H", "H", "H", "H", "H"], "coordinates": [[-1.709, 1.246, -0.001], [1.235, -0.443, 0.756], [-3.327, -0.733, 0.207], [-2.434, 0.206, 0.173], [-0.886, 2.239, -0.236], [0.469, 1.963, -0.804], [1.729, -1.330, -0.390], [1.624, 1.352, 0.547], [-3.177, -1.776, -0.173], [-4.383, -0.526, 0.562], [0.172, -0.450, 0.865], [-1.153, 3.299, -0.101], [1.787, -0.610, 1.700], [0.402, 1.243, -1.599], [0.900, 2.861, -1.192], [1.292, -2.330, -0.210], [2.735, -1.680, -0.064], [1.578, -0.844, -1.316]], "mulliken_charge": [0.5130, -0.3244, -1.0254, 0.5022, -0.7605, -0.6484, -0.9129, -0.1064, 0.2324, 0.2236, 0.0848, 0.3448, 0.3467, 0.2767, 0.3657, 0.2819, 0.2635, 0.3429], "smiles": "C=C=C=CCSCC", "molar_mass_g_mol": 126.224, "e_homo_ev": -8.3, "gap_ha": 0.318}


The structure with the most favorable energy is a); the runner-up is 1.055 eV above it.